# 1
# C17H43AlBrINO3

C17H43AlBrINO3 as an isolated structure (the ωB97M-V functional and the def2-TZVPD basis, the OMol25 dataset).

```
67
Properties=species:S:1:pos:R:3:forces:R:3:nbo_charge:R:1
N -4.931251 0.680844 -0.014327 -0.26 0.07 0.03 -0.858
C -3.895190 0.887011 -1.033098 0.06 0.29 -0.09 -0.209
C -2.720394 1.693415 -0.471133 0.07 -0.42 0.14 -0.989
Al -1.527969 0.490476 0.626470 -0.17 0.17 -0.31 1.306
Br -0.693132 1.762544 2.499247 0.09 -0.01 0.03 -0.609
C 0.004208 -0.153620 -0.510332 0.02 0.01 0.20 -0.991
C 1.210169 -0.827056 0.146480 0.11 -0.11 -0.25 -0.433
C 0.938596 -1.605534 1.413392 0.23 0.10 0.14 -0.465
I -0.089798 -3.443347 1.015413 -0.13 -0.13 0.01 -0.007
H -4.573705 0.973226 0.884956 0.10 -0.05 0.07 0.361
H -5.161499 -0.296273 0.087484 0.03 -0.09 -0.01 0.353
H -4.351010 1.415516 -1.881036 -0.04 -0.05 -0.08 0.148
H -3.537560 -0.072129 -1.424749 -0.03 -0.08 0.00 0.164
H -2.160844 2.128242 -1.304007 0.08 0.14 0.02 0.210
H -3.122416 2.521023 0.121633 0.00 0.15 -0.06 0.199
H -2.416580 -0.722676 1.205924 0.04 -0.06 0.14 -0.434
H 0.379435 0.706871 -1.072952 -0.05 0.05 -0.12 0.212
H -0.426967 -0.836898 -1.251854 -0.12 0.00 -0.04 0.208
H 1.704766 -1.515450 -0.548819 0.15 0.06 -0.06 0.179
H 1.960057 -0.068434 0.387446 -0.03 0.06 0.17 0.219
H 0.342792 -1.050393 2.132210 -0.17 -0.05 -0.01 0.236
H 1.858502 -1.926334 1.894518 0.05 -0.05 0.02 0.207
C 1.394819 -5.942918 4.834297 0.04 -0.02 0.03 -0.645
C 2.286473 -5.080778 3.959166 -0.05 0.05 -0.05 -0.071
O 3.620862 -4.958518 4.433803 0.00 0.03 0.02 -0.535
C 4.352427 -6.161404 4.529519 0.04 -0.03 0.03 -0.060
C 4.522534 -6.896290 3.209613 -0.02 0.03 -0.03 -0.644
H 1.371348 -5.557925 5.854738 0.00 0.00 0.01 0.208
H 0.380305 -5.932432 4.435329 -0.01 0.03 0.00 0.224
H 1.727626 -6.982075 4.869478 -0.02 0.00 -0.03 0.193
H 1.902387 -4.062109 3.934985 0.01 0.01 -0.01 0.199
H 2.273649 -5.439441 2.925213 0.01 -0.02 0.01 0.168
H 3.909448 -6.829114 5.279344 -0.02 0.00 -0.02 0.153
H 5.329691 -5.861235 4.910279 0.01 -0.02 0.01 0.181
H 3.569435 -7.236300 2.803703 0.00 -0.02 0.02 0.207
H 5.154014 -7.774508 3.354123 0.02 0.00 0.01 0.206
H 4.992836 -6.247359 2.469971 0.00 0.00 -0.01 0.213
C 2.822129 -0.235454 -3.728964 0.02 -0.04 0.04 -0.647
C 3.368476 1.045208 -3.121430 -0.10 -0.01 -0.05 -0.062
O 3.895223 0.882646 -1.819550 0.05 0.11 0.10 -0.529
C 4.975461 -0.014494 -1.681628 -0.01 -0.08 0.02 -0.063
C 6.220219 0.386404 -2.457146 -0.02 0.04 -0.03 -0.643
H 2.061419 -0.666051 -3.076482 -0.01 0.01 0.01 0.231
H 2.367728 -0.019337 -4.696882 -0.02 0.01 0.00 0.210
H 3.601923 -0.982283 -3.889084 0.01 0.02 -0.03 0.195
H 2.556908 1.761974 -2.997604 0.00 0.02 -0.01 0.196
H 4.108794 1.506893 -3.787994 0.02 -0.04 0.01 0.148
H 4.671754 -1.033495 -1.949777 0.00 0.01 -0.02 0.160
H 5.192285 -0.020785 -0.613273 0.01 -0.02 0.01 0.189
H 6.051304 0.382963 -3.535052 0.00 -0.03 0.00 0.200
H 7.028368 -0.315824 -2.246719 0.01 0.00 0.02 0.208
H 6.545138 1.386524 -2.166891 0.00 0.01 0.00 0.209
C -5.700998 7.336582 -2.433902 0.01 0.00 0.05 -0.643
C -5.004752 6.018285 -2.735536 -0.02 -0.02 -0.08 -0.061
O -4.163461 5.556903 -1.703591 0.05 0.04 0.01 -0.530
C -4.790868 5.302636 -0.455553 -0.04 0.01 0.10 -0.066
C -5.914980 4.284284 -0.516149 0.05 -0.02 -0.15 -0.649
H -4.968633 8.109665 -2.196949 0.00 0.01 0.01 0.208
H -6.277861 7.658124 -3.302765 0.01 0.01 -0.02 0.205
H -6.389777 7.251485 -1.592423 -0.02 -0.02 -0.02 0.203
H -4.345271 6.141465 -3.595968 -0.01 0.00 -0.02 0.181
H -5.743942 5.254854 -3.007285 -0.01 0.01 0.03 0.159
H -5.149158 6.242572 -0.015015 0.00 0.00 -0.02 0.145
H -3.991169 4.932616 0.184585 0.01 -0.02 -0.01 0.203
H -6.740652 4.625883 -1.144649 -0.03 0.02 0.05 0.188
H -6.310190 4.108473 0.484572 0.03 -0.02 0.02 0.216
H -5.553480 3.332666 -0.907322 -0.01 -0.03 0.05 0.239
```
Forces are in eV/Å.

Values from the calculation:
- DFT total energy: -4068.20840 Eh
- Net charge: -1


# 2
# C17H43BN5O7

A 6-piece molecular cluster, C17H43BN5O7 overall (the ωB97M-V functional and the def2-TZVPD basis, the OMol25 dataset).

```
73
Properties=species:S:1:pos:R:3:forces:R:3:mulliken_charge:R:1
O -2.838811 0.032422 -3.427322 -0.32 0.30 -0.07 -0.825
B -2.018291 -1.223546 -3.361951 0.59 0.39 0.44 0.724
C -0.819438 -0.964848 -2.227508 0.83 0.28 -0.57 -0.552
C 0.186448 0.087080 -2.843081 -0.82 0.08 1.19 0.312
O 0.869804 -0.390644 -4.012770 0.13 0.26 0.01 -0.351
H -2.696310 0.487333 -2.595219 -0.17 0.01 0.08 0.240
H -1.505693 -1.399171 -4.452291 0.11 -0.15 -0.39 -0.291
H -2.680174 -2.214086 -3.117699 -0.45 -0.50 0.35 -0.298
H -0.242366 -1.900927 -1.986514 -0.26 0.60 -0.14 0.117
H -1.215044 -0.539647 -1.261847 0.76 -0.75 -1.51 -0.088
H 0.889481 0.458000 -2.045813 -0.15 -0.36 -0.75 -0.160
H -0.393074 0.991201 -3.166896 0.34 -0.75 0.15 0.092
H 1.765385 -0.667556 -3.808288 0.00 0.05 0.19 0.230
C -2.588077 -0.254498 1.013380 -0.02 0.03 0.02 0.044
O -2.208457 0.259009 -0.013536 -0.62 0.76 0.96 -0.701
N -2.521061 0.317187 2.245037 -0.15 -0.34 -0.10 0.246
C -2.995621 -0.361836 3.432222 0.22 0.41 0.00 -1.171
C -1.956092 1.647180 2.368766 0.05 -0.09 -0.27 -0.970
H -3.031185 -1.263955 1.027954 -0.03 -0.07 0.05 0.365
H -3.786479 0.236521 3.892971 0.01 -0.14 0.21 0.427
H -2.167818 -0.476428 4.137095 -0.13 -0.11 0.13 0.368
H -3.390751 -1.346865 3.182942 0.07 0.03 -0.08 0.319
H -2.536311 2.345152 1.761532 0.11 0.08 0.04 0.305
H -0.927774 1.639472 2.000901 -0.03 0.13 0.00 0.214
H -1.970483 1.968000 3.409409 -0.05 -0.10 -0.01 0.407
C 3.478674 0.829756 0.366428 0.18 0.07 -0.31 0.468
O 2.275348 0.951224 0.349242 -0.07 0.10 0.09 -0.565
N 4.316291 1.168306 -0.644812 0.07 -0.11 0.43 0.140
C 5.748543 0.994190 -0.543532 -0.27 0.08 -0.23 -0.929
C 3.756755 1.723198 -1.868098 -0.30 -0.08 0.13 -0.824
H 4.006991 0.417681 1.243205 0.21 -0.04 -0.02 -0.121
H 6.239761 1.964196 -0.658704 0.16 -0.09 0.01 0.322
H 6.087074 0.320655 -1.334672 0.16 0.03 0.06 0.304
H 6.019112 0.571165 0.424080 -0.07 0.01 -0.02 0.307
H 3.208859 2.637486 -1.630472 -0.04 -0.04 -0.12 0.306
H 3.061892 1.004845 -2.304287 0.00 0.17 -0.14 0.161
H 4.547809 1.944835 -2.582234 0.03 -0.10 0.09 0.361
C 2.265794 -1.084047 6.105137 0.23 0.05 -0.19 0.097
O 1.059475 -0.960948 6.081920 -0.10 0.06 -0.08 -0.557
N 3.104418 -0.744916 5.096236 0.00 -0.15 0.43 0.197
C 4.537297 -0.921633 5.199032 -0.24 0.10 -0.22 -0.914
C 2.548120 -0.187310 3.874279 -0.32 -0.08 0.19 -0.570
H 2.791313 -1.496391 6.982595 0.10 -0.02 0.01 0.236
H 5.029813 0.047522 5.086402 0.16 -0.09 0.01 0.307
H 4.876037 -1.594183 4.407149 0.17 0.03 0.06 0.313
H 4.805865 -1.346726 6.165762 -0.08 0.01 -0.02 0.311
H 2.003657 0.728428 4.110108 -0.03 -0.03 -0.17 0.276
H 1.851762 -0.902971 3.435019 -0.01 0.15 -0.12 0.316
H 3.340622 0.032390 3.164298 0.01 -0.04 0.11 0.034
C -7.002444 -0.131834 5.128043 -0.09 -0.22 -0.21 0.105
O -6.306766 0.861919 5.158108 0.09 0.08 -0.10 -0.564
N -7.250618 -0.876147 4.023764 -0.09 0.02 0.45 0.153
C -8.093318 -2.053189 4.064857 0.18 0.16 -0.21 -0.931
C -6.652238 -0.480044 2.760419 0.08 0.22 0.15 -0.612
H -7.503374 -0.518603 6.030799 -0.06 -0.08 0.01 0.266
H -7.514106 -2.923297 3.747190 -0.16 -0.09 0.02 0.331
H -8.939854 -1.915162 3.388051 -0.04 -0.17 0.04 0.326
H -8.468384 -2.224584 5.073414 0.05 0.07 -0.02 0.301
H -5.567058 -0.474221 2.863939 -0.09 0.06 -0.19 -0.034
H -6.983874 0.528488 2.507267 0.11 -0.04 -0.12 0.307
H -6.940766 -1.169921 1.969684 -0.03 -0.01 0.10 0.389
C 4.046294 0.511839 -6.131640 -0.31 0.04 -0.30 0.045
O 3.760766 0.061014 -5.040174 0.11 -0.03 0.00 -0.532
N 3.192661 0.643155 -7.175753 0.54 0.05 0.18 0.175
C 3.618468 1.191411 -8.444496 -0.23 -0.13 0.20 -0.945
C 1.807237 0.220428 -7.017538 0.01 0.00 0.30 -0.846
H 5.066279 0.863254 -6.364871 0.05 0.05 -0.09 0.241
H 3.027891 2.083257 -8.668636 0.08 0.00 -0.16 0.331
H 3.462880 0.447370 -9.229893 0.05 0.13 -0.12 0.327
H 4.674178 1.461991 -8.414623 -0.03 -0.03 0.05 0.295
H 1.349176 0.783235 -6.203453 -0.13 -0.26 0.03 0.247
H 1.782210 -0.839136 -6.760673 -0.20 0.08 0.08 0.282
H 1.251673 0.387474 -7.939338 0.15 0.03 -0.02 0.360
```
Forces are in eV/Å.

Values from the calculation:
- Energy relative to the best compared isomer or geometry (same formula, charge and spin): 15.11 kcal/mol
- DFT total energy: -1498.84331 Eh
- Net charge: -1